Below is 2 unconnected molecules or ions with the total composition C2H3NOS at a distorted geometry, with properties calculated with ωB97M-V/def2-TZVPD.

Values from the calculation:
HOMO-LUMO gap in eV: 8.385
SMILES string: N=C=O.C=S

Each line ends with the Mulliken charge.
Geometry (Å):
C1 -0.5784 0.8606 -1.7850  0.54
H1 1.0126 -0.4948 0.3442  0.19
S1 -0.3695 -0.7235 2.3692  -0.16
C2 0.9781 -0.6524 1.4325  -0.26
O1 0.1031 1.4984 -2.4880  -0.42
H2 -1.8602 -0.5039 -0.8442  0.29
N1 -1.3251 0.4110 -0.9597  -0.39
H3 2.0394 -0.3955 1.9311  0.22